C41H46FI2O8PSi2 as an isolated structure, computed with wB97M-V/def2-TZVPD.

Structure (XYZ):
```
101
Properties=species:S:1:pos:R:3:forces:R:3
C -2.383 -5.027 -5.452 0.01 0.00 -0.01
O -2.199 -3.989 -6.386 -0.01 -0.05 -0.09
C -1.117 -3.141 -6.062 0.04 -0.03 0.02
C -1.048 -2.033 -7.109 0.11 0.06 0.00
C -0.682 -0.642 -6.584 -0.02 -0.03 0.03
C 0.785 -0.447 -6.210 -0.03 0.02 -0.03
C 1.273 -1.289 -5.035 -0.01 -0.05 0.05
C 2.619 -0.808 -4.507 0.03 -0.01 -0.02
C 3.227 -1.742 -3.451 -0.08 -0.06 -0.01
Si 2.446 -1.702 -1.748 -0.20 -0.16 0.10
O 0.984 -0.919 -1.684 0.37 0.22 -0.08
Si 0.587 0.563 -1.081 -0.16 -0.06 0.07
C 0.282 1.840 -2.428 0.16 -0.05 0.04
C 1.464 2.773 -2.641 -0.13 0.05 -0.03
F 2.679 2.117 -2.354 -0.10 0.00 -0.09
C -0.970 0.277 -0.025 -0.10 -0.01 -0.21
I -0.288 0.100 2.013 0.01 0.08 0.19
C -1.792 -0.949 -0.388 0.07 -0.02 0.14
C -2.988 -1.233 0.505 -0.05 0.02 0.01
I -2.513 -0.614 -2.398 -0.01 -0.03 -0.17
P 1.939 -3.793 -0.962 0.08 -0.13 -0.02
O 2.412 -3.612 0.616 -0.01 0.06 -0.04
O 3.124 -4.716 -1.665 -0.03 0.13 0.06
H -3.032 -5.769 -5.914 -0.02 0.01 0.05
H -2.854 -4.660 -4.533 0.05 0.02 0.01
H -1.431 -5.504 -5.189 -0.01 -0.01 -0.03
H -0.194 -3.737 -6.040 -0.01 0.03 0.02
H -1.249 -2.723 -5.055 -0.10 0.05 0.03
H -2.032 -1.991 -7.578 -0.03 0.01 0.05
H -0.343 -2.308 -7.899 -0.04 -0.03 -0.01
H -0.937 0.084 -7.361 0.01 0.02 0.02
H -1.308 -0.399 -5.716 -0.02 -0.04 -0.02
H 1.402 -0.653 -7.092 0.06 0.01 0.04
H 0.949 0.610 -5.965 -0.03 -0.01 -0.02
H 0.522 -1.268 -4.236 0.05 0.02 0.04
H 1.376 -2.338 -5.332 -0.04 0.03 -0.03
H 3.311 -0.726 -5.352 0.01 0.01 0.03
H 2.517 0.199 -4.097 0.00 0.10 -0.01
H 4.288 -1.515 -3.306 -0.02 0.00 -0.02
H 3.177 -2.772 -3.822 0.05 0.00 0.01
H 3.347 -1.038 -0.758 0.05 -0.03 -0.03
H 1.670 1.002 -0.183 -0.02 0.12 0.00
H -0.586 2.425 -2.111 -0.03 0.03 -0.14
H 0.009 1.323 -3.350 -0.02 -0.02 0.03
H 1.401 3.636 -1.978 0.09 -0.03 0.01
H 1.541 3.126 -3.671 0.00 -0.03 0.03
H -1.621 1.153 -0.043 0.07 0.03 0.16
H -1.146 -1.822 -0.473 -0.04 -0.01 -0.10
H -3.534 -0.316 0.730 0.00 0.00 -0.03
H -3.676 -1.932 0.033 0.04 -0.05 0.01
H -2.653 -1.671 1.446 0.01 0.04 0.01
H 3.139 -2.995 0.769 -0.03 0.00 -0.01
H 3.997 -4.311 -1.742 -0.03 -0.03 0.02
C 1.845 11.982 1.437 0.01 0.00 -0.01
C 0.768 11.740 2.282 -0.01 -0.01 0.00
C 0.349 10.442 2.521 0.00 0.04 0.01
C 1.006 9.379 1.913 0.00 -0.04 0.01
C 2.084 9.622 1.061 0.00 -0.03 -0.03
C 2.502 10.927 0.828 0.00 0.04 0.01
C 2.802 8.504 0.382 -0.04 -0.02 0.04
O 3.745 8.713 -0.349 0.01 0.01 -0.02
C 2.311 7.117 0.633 0.01 0.04 0.00
C 2.941 6.057 -0.009 -0.04 -0.03 -0.01
C 2.505 4.762 0.212 0.07 -0.08 0.04
C 1.445 4.516 1.080 -0.02 -0.02 0.00
C 0.815 5.569 1.722 0.00 -0.04 -0.01
C 1.244 6.872 1.499 -0.02 0.04 0.00
C 0.541 7.990 2.196 0.05 0.00 -0.04
O -0.374 7.775 2.961 -0.02 0.00 0.00
H 2.172 12.997 1.254 0.00 0.00 0.00
H 0.255 12.567 2.754 0.00 0.00 0.00
H -0.483 10.232 3.179 0.00 -0.02 0.00
H 3.341 11.093 0.166 0.00 -0.01 0.00
H 3.765 6.267 -0.677 0.01 0.01 0.01
H 2.998 3.933 -0.282 0.02 0.00 0.01
H 1.116 3.500 1.260 0.01 -0.01 0.00
H -0.009 5.401 2.402 0.00 0.01 0.00
C -4.770 -6.391 8.454 0.00 0.01 0.00
C -3.806 -7.365 8.690 0.01 -0.01 0.00
C -2.649 -7.397 7.931 -0.02 -0.01 0.04
C -2.452 -6.455 6.928 0.03 0.01 -0.01
C -3.421 -5.480 6.689 0.00 0.01 -0.03
C -4.579 -5.451 7.457 -0.02 -0.02 0.03
C -3.246 -4.463 5.611 0.07 -0.04 -0.01
O -4.082 -3.608 5.411 -0.03 0.01 0.00
C -2.005 -4.542 4.786 -0.04 0.00 0.05
C -1.828 -3.627 3.755 0.03 0.05 -0.02
C -0.684 -3.675 2.978 0.00 -0.06 0.01
C 0.293 -4.633 3.228 0.06 -0.06 -0.03
C 0.122 -5.545 4.255 -0.02 0.03 -0.02
C -1.027 -5.505 5.036 -0.02 -0.04 0.03
C -1.190 -6.506 6.130 -0.04 0.06 -0.03
O -0.333 -7.330 6.364 0.01 -0.03 0.01
H -5.672 -6.367 9.052 0.00 0.00 0.00
H -3.959 -8.100 9.469 0.00 0.00 0.00
H -1.885 -8.143 8.100 0.01 0.00 -0.01
H -5.316 -4.686 7.256 0.01 0.01 -0.01
H -2.596 -2.883 3.587 -0.01 -0.01 0.00
H -0.542 -2.960 2.178 0.02 -0.02 -0.02
H 1.184 -4.666 2.614 -0.03 0.03 -0.02
H 0.868 -6.300 4.467 -0.01 -0.01 0.01
```
Forces are in eV/Å.

## Properties
Total energy: -103611.301 eV
Strongest force on any atom: 0.009 Eh/bohr
Energy above the lowest of the compared OMol25 structures with the same formula, charge and spin: 0.0 kcal/mol
LUMO level: -0.0392 hartree
Molar mass: 1026.8 g mol⁻¹
HOMO: -8.793 eV

***

A 2-piece molecular cluster, NO4S overall in a non-equilibrium geometry, computed with wB97M-V/def2-TZVPD.

Structure (XYZ):
```
6
Properties=species:S:1:pos:R:3:forces:R:3
N -1.271 0.176 -0.058 -1.91 -0.89 -0.05
O -2.097 -0.407 0.391 -0.44 -0.78 0.94
O 1.571 0.891 0.590 0.50 4.50 2.56
O -0.567 0.804 -0.603 0.92 2.82 -1.40
O 0.608 -1.151 -0.180 -2.71 -4.10 -0.30
S 1.755 -0.312 -0.140 3.64 -1.55 -1.75
```
Forces are in eV/Å.

## Properties
Spin multiplicity: 3
Total energy: -20497.871 eV
Strongest force on any atom: 0.101 Eh/bohr
Net charge: +1
Energy above the lowest of the compared OMol25 structures with the same formula, charge and spin: 2.4 kcal/mol
LUMO level (alpha / beta): -0.2729 / -0.3511 hartree
Molar mass: 110.1 g mol⁻¹
HOMO (alpha / beta): -13.344 / -17.434 eV

***

A 2-piece molecular cluster, C4H13N3O overall in a non-equilibrium geometry, computed with wB97M-V/def2-TZVPD.

Structure (XYZ):
```
21
Properties=species:S:1:pos:R:3:forces:R:3
C 1.521 1.341 0.593 0.73 -0.86 0.30
C 0.225 0.553 0.887 0.61 -0.10 -0.11
C -0.032 -0.556 -0.123 -0.43 0.82 -0.60
C 0.864 -1.511 -0.353 0.14 -0.51 0.30
N 0.776 -2.453 -1.373 -0.01 0.58 -0.35
N -1.228 -0.407 -0.898 0.18 -0.19 1.08
N 1.397 2.425 -0.365 -0.52 0.43 0.41
H 2.257 0.651 0.183 0.05 -0.11 -0.11
H 2.016 1.680 1.509 -0.42 0.37 0.01
H 0.221 0.059 1.862 0.25 0.39 0.22
H -0.535 1.334 0.905 -0.51 -0.40 -0.07
H 1.763 -1.548 0.253 -0.10 -0.15 0.04
H 1.058 -3.405 -1.246 -0.01 -0.03 0.19
H 0.007 -2.292 -2.000 -0.01 -0.35 -0.08
H -1.170 0.358 -1.532 -0.31 0.31 -0.58
H -1.698 -1.225 -1.245 0.18 -0.05 -0.19
H 0.640 3.041 -0.066 0.27 0.06 -0.02
H 1.086 2.062 -1.251 0.07 -0.21 -0.37
H -2.355 0.150 1.075 -0.23 -0.28 -0.21
H -3.579 -0.550 1.736 0.17 -0.16 -0.04
O -3.233 0.296 1.449 -0.09 0.42 0.18
```
Forces are in eV/Å.

## Properties
Total energy: -10875.844 eV
Strongest force on any atom: 0.023 Eh/bohr
Energy above the lowest of the compared OMol25 structures with the same formula, charge and spin: 42.3 kcal/mol
LUMO level: 0.0280 hartree
Molar mass: 119.2 g mol⁻¹
SMILES: N/C=C(\N)CCN.O
HOMO: -7.755 eV